A 2-piece molecular cluster, C5H11N3 overall. Source: OMol25; level of theory: the ωB97M-V functional and the def2-TZVPD basis.

Results
E_tot = -9829.8503 eV
2S+1 = 1
energy above the lowest of the compared OMol25 structures with the same formula, charge and spin = 391.3 kJ/mol
E_LUMO = 0.03748 Eh

Each line ends with the Mulliken charge.
Cartesian coordinates (Å):
C  -2.1166  -1.7566  -0.2644  -0.91
C  -2.0335  -0.2183  -0.3351  -0.11
N  -2.4075  0.4164  0.6882  -0.28
N  -2.2364  1.8260  0.7531  -0.43
H  -1.5555  -2.1470  0.5051  0.28
H  -1.8286  -2.0936  -1.2478  0.31
H  -3.2210  -1.9195  -0.1518  0.28
H  -1.7473  0.3202  -1.3018  0.37
H  -2.2287  2.3993  -0.1463  0.23
H  -2.5333  2.2019  1.7440  0.24
C  3.0934  1.1548  -0.5498  -0.87
C  1.9499  0.3886  0.0409  -0.37
C  1.9337  -0.8671  0.4108  0.35
N  2.0154  -2.0170  0.5725  -0.43
H  2.9618  1.0774  -1.6307  0.22
H  2.9795  2.2173  -0.2525  0.26
H  4.1289  0.8222  -0.2980  0.32
H  0.8802  0.6352  -0.0760  0.23
H  1.9655  -2.4403  1.5396  0.29